Record 1
19
Properties=species:S:1:pos:R:3 method="wB97M-V/def2-TZVPD" smiles="OB(O)c1cc(F)ccc1N=C(F)F" e_lumo_ev=0.46
O 0.1026 -2.9786 0.7079
B -0.6419 -2.0960 -0.0082
O -1.7336 -2.5765 -0.6380
C -0.5195 -0.4923 -0.0630
C -1.7620 0.1398 -0.0176
C -1.8777 1.5158 0.0064
F -3.1016 2.0752 0.0634
C -0.7635 2.3342 -0.0321
C 0.4769 1.7350 -0.1075
C 0.6154 0.3433 -0.1184
N 1.8730 -0.2475 -0.2362
C 2.9993 0.2070 -0.0601
F 3.4157 1.4200 0.3350
F 4.0821 -0.5268 -0.2334
H 0.9092 -2.6509 1.1036
H -1.8934 -3.5134 -0.5158
H -2.6562 -0.4613 -0.0197
H -0.8757 3.4056 -0.0027
H 1.3507 2.3675 -0.1637

Record 2
20
Properties=species:S:1:pos:R:3 method="wB97M-V/def2-TZVPD" e_above_lowest_kcal_mol=17.9 e_lumo_ev="-1.14 / -1.13"
C -1.5223 -0.2297 -1.1564
C 0.8833 2.2175 -0.0978
C -0.4278 -1.6645 0.4380
C -1.0915 -0.5432 0.2246
C 0.9546 1.1104 -1.0407
N 1.5654 -0.0646 -0.9268
N -2.2523 0.9192 -1.4918
N 1.5026 1.9677 1.1148
O -1.0741 -0.9661 -2.0343
O 0.3212 3.2260 -0.4086
S 2.1732 -0.7900 0.3701
Cl -1.4141 0.4826 1.5149
Cl 0.3927 1.4458 -2.5760
H -0.2738 -2.1575 1.3826
H -0.2805 -2.3122 -0.4223
H 1.7579 -0.4338 -1.8568
H -2.1681 1.5419 -0.7381
H -2.3969 1.1649 -2.4443
H 1.8273 1.0581 1.4208
H 1.7242 2.8059 1.6846

Record 3
35
Properties=species:S:1:pos:R:3 method="wB97M-V/def2-TZVPD" total_charge=+1 e_lumo_ev="-5.39 / -5.40"
Pt 0.3315 -0.0092 1.0122
O 3.4083 2.1073 -3.5790
C 3.1197 0.8503 -3.8165
O 3.3254 0.3014 -4.8669
C 2.4790 0.0632 -2.7088
C 2.1032 -1.2565 -2.8553
N 1.5030 -1.6312 -1.7161
N 1.4710 -0.6362 -0.8265
C 2.0438 0.4080 -1.4151
C 2.1353 1.6640 -0.5964
O 2.7355 2.6336 -1.0233
O 1.5598 1.5943 0.5610
H 3.2693 2.3786 -2.6396
H 2.2472 -1.9037 -3.7048
H 1.1619 -2.5445 -1.4700
C -1.3157 1.9915 -1.6769
C -2.1589 1.3231 -0.6530
N -1.7106 0.5708 0.3146
C -2.7021 0.0837 1.1409
C -3.9480 0.4787 0.7809
S -3.8730 1.4695 -0.6132
C -2.2782 -0.7426 2.2608
C -3.0333 -1.3195 3.2262
S -2.0342 -2.1320 4.3539
C -0.6364 -1.6810 3.4746
N -0.9213 -0.9651 2.4151
C 0.7385 -2.0655 3.8882
H -0.2664 1.8329 -1.4482
H -1.5114 3.0637 -1.6996
H -1.5297 1.6028 -2.6732
H -4.8939 0.2468 1.2421
H -4.1044 -1.2933 3.3393
H 0.7189 -2.6687 4.7927
H 1.3386 -1.1754 4.0808
H 1.2277 -2.6399 3.0993

Record 4
35
Properties=species:S:1:pos:R:3 method="wB97M-V/def2-TZVPD" total_charge=-1 e_lumo_ev=2.50
Na 0.0828 0.1601 -0.1613
Br -0.4299 -2.5288 -1.3449
C 1.2880 -2.8544 -2.1369
C 1.4008 -4.0266 -2.8279
C 2.6265 -4.3526 -3.4412
C 3.6818 -3.4943 -3.3355
C 3.5670 -2.2770 -2.6197
C 4.6705 -1.3987 -2.5211
C 4.5396 -0.2290 -1.8285
C 3.3118 0.1049 -1.2151
C 2.1725 -0.6830 -1.2511
C 2.3380 -1.9069 -1.9826
H 0.5562 -4.6977 -2.9028
H 2.7166 -5.2819 -3.9903
H 4.6333 -3.7307 -3.8010
H 5.6040 -1.6730 -3.0014
H 5.3838 0.4502 -1.7501
H 3.2806 1.0552 -0.6832
C -0.9216 1.2164 4.1549
C -0.9832 1.3169 2.6317
O -0.5130 0.3596 2.0153
C -1.5859 2.4950 2.0327
C -2.1037 3.4954 2.8893
C -2.7172 4.6329 2.4393
C -2.8450 4.8192 1.0464
C -2.3621 3.8900 0.1759
C -1.6936 2.6799 0.5979
O -1.2616 1.8909 -0.2838
H -0.4298 0.2772 4.3949
H -1.9192 1.2240 4.5960
H -0.3534 2.0411 4.5871
H -2.0157 3.3597 3.9594
H -3.0962 5.3690 3.1363
H -3.3317 5.7104 0.6637
H -2.4519 4.0237 -0.8955

Record 5
49
Properties=species:S:1:pos:R:3 method="wB97M-V/def2-TZVPD" e_above_lowest_kcal_mol=33.7 total_charge=+1 e_lumo_ev=-4.42
W -1.8557 0.4999 -1.0400
N 2.8484 -4.3101 4.1990
C 2.0459 -3.5397 3.4324
C 2.4151 -2.2162 3.1182
C 1.6011 -1.4337 2.3403
C 0.3969 -1.9513 1.8631
C 0.0106 -3.2597 2.1622
C 0.8259 -4.0428 2.9380
S -0.6093 -0.9837 0.8611
O -0.4180 0.4371 1.0668
O -2.0044 -1.3888 0.9181
N -0.2638 -1.0497 -0.7526
C -0.9759 -2.0255 -1.4473
N -2.0236 -1.4283 -2.0336
C -2.8750 -2.1651 -2.7551
C -2.6372 -3.5135 -2.8912
C -1.5232 -4.0375 -2.2415
N -0.6839 -3.3028 -1.5133
H 3.7084 -3.9524 4.5716
H 2.5862 -5.2465 4.4456
H 3.3441 -1.8165 3.5032
H 1.8772 -0.4125 2.1106
H -0.9327 -3.6415 1.7953
H 0.5298 -5.0544 3.1838
H -3.7106 -1.6449 -3.2057
H -3.2923 -4.1475 -3.4684
H -1.2937 -5.0945 -2.3068
Se -4.4037 0.2348 -0.6904
Se -3.2845 1.9773 0.3294
Se -2.7987 1.3718 -3.2370
Se -0.4562 1.2040 -2.9877
C -1.5489 4.7378 -1.4479
C -0.2167 4.3854 -0.8527
C 0.5967 5.3680 -0.3040
C 1.8706 5.0670 0.1467
C 2.3648 3.7793 0.0246
C 1.5845 2.7609 -0.5065
C 2.1568 1.3847 -0.6856
C 0.2733 3.0738 -0.8953
N -0.5738 2.0298 -1.3565
H -1.7282 5.8089 -1.3778
H -2.3700 4.2226 -0.9544
H -1.5858 4.4564 -2.5027
H 0.2293 6.3850 -0.2497
H 2.4921 5.8456 0.5689
H 3.3773 3.5572 0.3371
H 3.2009 1.3642 -0.3782
H 2.1253 1.0583 -1.7280
H 1.6045 0.6492 -0.1064

Record 6
15
Properties=species:S:1:pos:R:3 method="wB97M-V/def2-TZVPD" e_above_lowest_kcal_mol=53.9 smiles=O[C@H]1C[C@@]2(O)C[C@@H]12 e_lumo_ev=0.85
O -0.1846 1.6822 -1.3480
C -0.7716 1.0500 -0.2244
C -1.1628 -0.4525 -0.4079
C 0.0357 -0.8425 0.4631
O 0.0806 -1.9160 1.3305
C 1.2679 -0.2211 -0.0927
C 0.2971 0.6046 0.7627
H 0.6790 1.9790 -1.0271
H -1.5858 1.6916 0.1273
H -2.0982 -0.6868 0.1112
H -1.1986 -0.8203 -1.4373
H 0.5096 -2.6312 0.8423
H 2.2192 -0.4128 0.3868
H 1.3221 -0.1169 -1.1761
H 0.5902 1.0928 1.6896

Record 7
93
Properties=species:S:1:pos:R:3 method="wB97M-V/def2-TZVPD" total_charge=+2 e_lumo_ev="-8.30 / -9.18"
C 0.8301 -8.0557 1.5953
C 0.6965 -7.3072 0.4095
C 0.6001 -8.0189 -0.8028
C 0.6432 -9.4194 -0.7781
N 0.7716 -10.1069 0.3558
C 0.8625 -9.4558 1.5148
C 0.6552 -5.8610 0.4176
C 0.6041 -4.6433 0.3402
C 0.5172 -3.2307 0.2701
C -0.4008 -2.5757 1.1018
C -0.4261 -1.1773 1.1267
C 0.4067 -0.5036 0.2485
C 1.2850 -1.1094 -0.6288
C 1.3522 -2.5111 -0.6022
Cd 0.5350 1.6060 0.4818
P -2.0627 1.7749 -0.0741
H 0.4946 -7.5010 -1.7523
H 0.9084 -7.5730 2.5654
H 0.5713 -9.9886 -1.7071
H 0.9656 -10.0595 2.4192
H 2.0460 -3.0465 -1.2483
H -1.0710 -3.1507 1.7400
H 1.9258 -0.5363 -1.3068
H -1.0851 -0.6627 1.8311
C -2.6010 3.4597 -0.5912
C -3.8286 3.5751 -1.4922
H -1.7135 3.8959 -1.0802
H -2.7611 4.0319 0.3363
H -4.0331 4.6387 -1.6658
H -3.6746 3.1132 -2.4743
H -4.7293 3.1431 -1.0386
C -2.4755 0.6555 -1.4806
C -3.4882 -0.4537 -1.2237
H -1.5129 0.2077 -1.7750
H -2.8007 1.2800 -2.3257
H -3.5611 -1.0800 -2.1225
H -3.1861 -1.1074 -0.3953
H -4.4921 -0.0633 -1.0166
C -3.1355 1.3199 1.3425
C -4.5760 1.8193 1.3026
H -2.6280 1.7254 2.2336
H -3.1145 0.2254 1.4415
H -5.1027 1.4477 2.1901
H -4.6353 2.9129 1.3245
H -5.1304 1.4564 0.4287
Br 1.1534 3.6938 -0.8249
P 1.1842 0.9712 -5.1267
C -0.5780 1.1724 -4.6300
C -1.3404 2.0553 -5.6198
H -0.5856 1.6017 -3.6165
H -1.0131 0.1619 -4.5973
H -2.4195 1.9401 -5.4711
H -1.0940 3.1146 -5.4855
H -1.1136 1.7849 -6.6585
C 2.0659 2.0510 -3.9312
C 3.3785 2.5645 -4.5253
H 2.2363 1.4738 -3.0106
H 1.3927 2.8849 -3.6838
H 3.7331 3.4223 -3.9456
H 4.1557 1.7933 -4.4983
H 3.2485 2.8825 -5.5662
C 1.5685 -0.7132 -4.4849
C 1.4290 -1.7853 -5.5685
H 0.8969 -0.9119 -3.6376
H 2.6043 -0.6709 -4.1170
H 1.9198 -2.7076 -5.2402
H 0.3790 -2.0226 -5.7716
H 1.8960 -1.4724 -6.5098
C 3.8275 2.9154 1.9553
C 3.8290 2.4731 3.3985
O 2.5253 2.0784 3.9276
P 1.1217 1.7727 3.1494
O 0.1311 2.8896 3.7900
C 0.5344 4.2210 4.2249
C 0.7103 4.2581 5.7169
O 0.6031 0.4022 3.8725
C 0.0435 0.3331 5.2260
C -0.0680 -1.1316 5.5457
H 3.6816 2.0735 1.2685
H 4.8082 3.3508 1.7317
H 3.0668 3.6742 1.7415
H 4.4968 1.6124 3.5334
H 4.1890 3.2768 4.0542
H 1.4518 4.5335 3.7127
H -0.2762 4.8831 3.9083
H 1.5700 3.6548 6.0217
H 0.9002 5.2881 6.0247
H -0.1854 3.9051 6.2341
H 0.7196 0.8522 5.9204
H -0.9401 0.8198 5.2331
H 0.9231 -1.5948 5.5649
H -0.5264 -1.2643 6.5297
H -0.6798 -1.6513 4.8000

Record 8
18
Properties=species:S:1:pos:R:3 method="wB97M-V/def2-TZVPD" e_above_lowest_kcal_mol=55.2 total_charge=+1 e_lumo_ev=-3.58
C -2.7410 0.6661 -0.4755
N -1.6760 0.3200 0.5441
C -0.7628 -0.8043 0.2603
C 0.8575 -0.0258 0.1227
O 0.7152 1.1896 0.1461
C 1.9131 -0.9260 -0.0119
C 3.1766 -0.4793 -0.1221
O 3.5877 0.7573 -0.1031
H -3.5036 -0.0773 -0.3833
H -3.3047 1.6761 -0.4032
H -2.2453 0.6283 -1.4512
H -1.1426 1.1493 0.4346
H -2.0428 0.3053 1.5556
H -0.6272 -1.5073 1.0929
H -0.7733 -1.0957 -0.7818
H 1.6457 -2.0150 -0.1926
H 3.9048 -1.2886 -0.4428
H 3.0186 1.5275 0.2112